Record 1
{"formula": "C19H43AsNO5RuS5Si", "method": "the ωB97M-V functional and the def2-TZVPD basis", "species": ["Ru", "C", "C", "C", "C", "O", "Si", "S", "O", "C", "C", "C", "C", "O", "C", "C", "C", "C", "H", "H", "H", "H", "H", "H", "H", "H", "H", "H", "H", "H", "H", "H", "H", "H", "H", "H", "H", "H", "H", "H", "H", "H", "H", "H", "H", "S", "As", "S", "S", "S", "C", "C", "C", "O", "H", "H", "H", "H", "H", "H", "H", "C", "N", "C", "C", "C", "O", "H", "H", "H", "H", "H", "H", "H", "H", "H"], "xyz": [[0.0164, -0.6245, -0.0261], [-0.6212, 2.8906, 2.4906], [-0.5371, 2.8230, 0.9677], [0.9162, 2.8215, 0.5178], [-1.2731, 4.0136, 0.3547], [-1.0854, 1.5917, 0.4767], [-2.6079, 0.9417, 0.5041], [-2.3840, -0.9768, -0.2226], [-3.6607, 1.8836, -0.3807], [-3.8973, 1.9610, -1.7876], [-4.8013, 0.8066, -2.2156], [-4.6220, 3.2848, -2.0086], [-2.5990, 1.9461, -2.5904], [-3.1633, 1.1191, 2.0362], [-4.4222, 0.8192, 2.6320], [-4.1332, 0.5279, 4.0976], [-5.3251, 2.0443, 2.4853], [-5.0695, -0.4022, 1.9817], [-0.0937, 3.7791, 2.8532], [-0.1614, 1.9983, 2.9193], [-1.6622, 2.9195, 2.8161], [1.3704, 3.8099, 0.6468], [0.9608, 2.5140, -0.5310], [1.4745, 2.0875, 1.1013], [-0.8649, 4.9455, 0.7553], [-2.3418, 3.9606, 0.5813], [-1.1528, 4.0105, -0.7322], [-5.7136, 0.8052, -1.6103], [-4.2820, -0.1404, -2.0610], [-5.0730, 0.9068, -3.2711], [-5.5489, 3.3083, -1.4287], [-4.8617, 3.4192, -3.0678], [-3.9867, 4.1121, -1.6817], [-1.9679, 1.0963, -2.3169], [-2.0175, 2.8505, -2.3918], [-2.8167, 1.8959, -3.6622], [-3.6375, 1.3878, 4.5568], [-3.4604, -0.3313, 4.1640], [-5.0579, 0.3099, 4.6403], [-4.8809, 2.8986, 3.0059], [-6.3188, 1.8465, 2.9003], [-5.4131, 2.2961, 1.4258], [-4.3673, -1.2419, 2.0012], [-5.3135, -0.1892, 0.9344], [-5.9827, -0.6800, 2.5143], [1.6282, -3.6904, 3.3330], [0.1209, -2.7008, 2.1752], [0.5374, -2.9819, 0.0087], [0.3935, -0.5211, 2.3841], [-1.8097, -3.3413, 2.7695], [1.9320, -0.8566, -2.9756], [0.5347, -0.2252, -2.9976], [-0.4941, -1.3025, -3.3590], [0.2176, 0.4485, -1.8118], [2.1966, -1.2609, -3.9599], [1.9536, -1.6642, -2.2387], [2.6696, -0.1109, -2.6724], [0.5269, 0.5128, -3.8209], [-0.5726, -2.0135, -2.5347], [-0.1994, -1.8428, -4.2661], [-1.4798, -0.8534, -3.5075], [5.1750, 0.5721, 2.2218], [4.1983, 0.7942, 1.1709], [4.0409, 2.1470, 0.6690], [3.3283, -0.1854, 0.7744], [3.5245, -1.5384, 1.3822], [2.4518, 0.0550, -0.0566], [5.7065, 1.5051, 2.4006], [5.9088, -0.1846, 1.9384], [4.6992, 0.2543, 3.1519], [4.9338, 2.4659, 0.1234], [3.8585, 2.8475, 1.4883], [3.1908, 2.1602, -0.0021], [4.5707, -1.8564, 1.3316], [2.9003, -2.2522, 0.8574], [3.1992, -1.5442, 2.4245]], "lowdin_charge": [0.635, -0.043, -0.623, -0.055, -0.030, -0.244, -0.131, 0.386, -0.163, -0.656, -0.048, -0.045, -0.034, -0.146, -0.651, -0.030, -0.036, -0.050, 0.083, 0.022, 0.074, 0.089, 0.086, 0.052, 0.080, 0.080, 0.077, 0.081, 0.043, 0.079, 0.078, 0.079, 0.076, 0.040, 0.075, 0.088, 0.080, 0.089, 0.079, 0.081, 0.078, 0.070, 0.059, 0.071, 0.082, -0.243, -0.527, 0.011, 0.099, -0.229, -0.095, -0.593, -0.100, -0.381, 0.062, 0.038, 0.060, 0.117, 0.020, 0.065, 0.055, -0.065, -0.141, -0.063, -0.503, -0.083, -0.080, 0.076, 0.078, 0.095, 0.084, 0.088, 0.057, 0.080, -0.006, 0.015], "multiplicity": 2, "lumo_ev": [4.3, 4.3], "total_charge": -2, "s2": 0.763, "homo_energy_ev": [-0.959, -0.959]}

=====

Record 2
{"formula": "C28H22I2N11O5SeV", "method": "the ωB97M-V functional and the def2-TZVPD basis", "species": ["V", "O", "C", "O", "C", "C", "C", "C", "C", "C", "N", "C", "C", "C", "C", "C", "C", "N", "H", "H", "H", "H", "H", "H", "H", "H", "H", "H", "I", "C", "C", "C", "I", "C", "C", "C", "C", "N", "C", "C", "O", "H", "H", "H", "H", "N", "N", "C", "N", "N", "N", "O", "O", "H", "H", "H", "H", "H", "Se", "N", "C", "C", "C", "C", "N", "C", "N", "H", "H", "H"], "xyz": [[-11.5664, -6.6975, -15.6826], [-18.8205, -4.9318, -17.7323], [-17.4520, -4.7592, -17.7615], [-16.9583, -4.4693, -18.8527], [-16.6530, -5.0600, -16.5289], [-15.7117, -4.2035, -16.0336], [-14.5931, -4.6857, -15.3805], [-14.4558, -6.1050, -15.0997], [-15.5917, -6.8919, -15.4278], [-16.6883, -6.3978, -16.1027], [-13.3166, -6.6031, -14.4954], [-13.4059, -7.2850, -13.3500], [-12.1780, -7.8229, -12.8790], [-12.0238, -8.6603, -11.7463], [-10.7817, -9.0566, -11.3556], [-9.6883, -8.7354, -12.1840], [-9.8680, -8.0723, -13.3827], [-11.0970, -7.6417, -13.7331], [-19.1870, -5.1108, -16.8341], [-15.6823, -3.1134, -16.2624], [-13.8401, -4.0576, -15.0314], [-15.5437, -7.9638, -15.1551], [-17.5409, -7.0350, -16.4011], [-14.3435, -7.6151, -12.9049], [-12.9849, -8.9441, -11.2581], [-10.5832, -9.7346, -10.4902], [-8.6588, -9.0221, -11.9275], [-9.0565, -7.8977, -14.0738], [-8.1201, -4.1649, -16.0544], [-9.1657, -3.6151, -14.3176], [-8.5303, -2.7282, -13.4555], [-9.3405, -2.1108, -12.5456], [-8.6288, -0.1606, -11.8249], [-10.6664, -2.5607, -12.2507], [-11.4944, -2.0205, -11.2173], [-12.8607, -2.2883, -11.2188], [-13.2853, -3.2854, -12.1166], [-12.5478, -3.9144, -13.0180], [-11.2684, -3.5620, -13.1610], [-10.4589, -4.0550, -14.2503], [-11.0157, -4.9234, -15.0856], [-7.4670, -2.5860, -13.5074], [-11.0720, -1.2630, -10.5898], [-13.6317, -1.9209, -10.4785], [-14.3044, -3.6757, -12.1370], [-13.0134, -4.7320, -18.2073], [-14.0393, -5.6947, -18.3979], [-14.0103, -7.0077, -18.2009], [-14.9394, -7.7480, -18.7795], [-13.0534, -7.4076, -17.2271], [-13.0428, -8.6873, -16.9080], [-12.1382, -8.9343, -16.0131], [-14.0099, -9.4694, -16.9756], [-12.9397, -4.7439, -17.1737], [-13.3676, -3.8021, -18.4718], [-14.8542, -5.4466, -18.8929], [-15.3994, -7.4597, -19.6273], [-14.9510, -8.7185, -18.5486], [-7.6068, -10.0081, -16.7305], [-7.8378, -9.5132, -18.4684], [-8.7628, -8.5791, -18.5053], [-9.1154, -7.8801, -19.7262], [-9.6936, -6.6283, -19.4997], [-10.2075, -6.2438, -18.2683], [-10.0717, -6.9553, -17.1107], [-9.2421, -8.0358, -17.2254], [-8.5938, -8.5692, -16.1853], [-8.6965, -8.2134, -20.6515], [-9.8808, -5.9270, -20.3645], [-10.6816, -5.2763, -18.2639]], "lowdin_charge": [1.036, 0.117, -0.415, 0.095, -0.163, -0.014, -0.008, -0.262, -0.019, -0.004, 0.005, 0.035, -0.204, 0.019, -0.012, 0.002, -0.070, 0.052, 0.142, 0.156, 0.074, 0.131, 0.146, 0.159, 0.146, 0.147, 0.133, 0.089, 1.007, -0.611, -0.231, -0.555, 0.872, -0.165, -0.021, -0.024, -0.134, 0.092, -0.142, -0.402, -0.256, 0.091, 0.065, 0.136, 0.109, 0.118, 0.046, -0.311, 0.253, 0.072, -0.353, -0.044, 0.083, 0.061, 0.136, 0.116, 0.153, 0.102, 1.205, -0.199, -0.372, 0.086, -0.027, -0.141, -0.031, -0.431, -0.226, 0.126, 0.144, 0.088], "multiplicity": 3, "lumo_ev": [-6.9, -7.1], "total_charge": 2, "s2": 2.048, "homo_energy_ev": [-12.282, -12.337]}

=====

Record 3
{"formula": "C5H10O2", "method": "the ωB97M-V functional and the def2-TZVPD basis", "species": ["C", "C", "C", "C", "C", "O", "O", "H", "H", "H", "H", "H", "H", "H", "H", "H", "H"], "xyz": [[0.8877, 0.6383, 1.0340], [-0.0511, 1.3115, 1.9771], [-1.5039, -1.6712, -2.5414], [-0.5270, -0.9206, -0.3384], [-0.1980, -0.0547, -1.1101], [1.6315, -0.3349, 1.6868], [1.6685, 1.4848, 0.2561], [2.2609, -0.6965, 1.0500], [2.1897, 2.0792, 0.8317], [-0.7842, -1.6784, 0.3627], [0.1122, 0.7303, -1.7586], [-0.6970, 2.0019, 1.4367], [0.5111, 1.8841, 2.7366], [-0.6672, 0.5818, 2.5023], [-2.2652, -0.9589, -2.8340], [-0.6978, -1.8338, -3.2463], [-1.8704, -2.5631, -2.0450]], "lowdin_charge": [-0.542, -0.049, -0.049, 0.063, 0.061, 0.004, -0.029, 0.106, 0.108, 0.083, 0.083, 0.084, 0.087, 0.082, -0.030, -0.030, -0.031], "de_lowest_kcal_mol": 207.3, "multiplicity": 1, "lumo_ev": -0.1, "total_charge": 0, "homo_energy_ev": -5.437}

=====

Record 4
{"formula": "C4H13NO2", "method": "the ωB97M-V functional and the def2-TZVPD basis", "species": ["C", "C", "O", "C", "C", "N", "H", "H", "H", "H", "H", "H", "H", "H", "H", "H", "H", "O", "H", "H"], "xyz": [[1.7245, 0.6702, -0.0783], [0.2843, 0.9739, -0.4135], [-0.5120, 1.1028, 0.7769], [-0.3194, -0.1828, -1.2395], [-0.2990, -1.5364, -0.4909], [-1.6942, 0.1545, -1.6532], [2.2859, 1.5824, 0.1372], [2.2740, 0.1668, -0.8760], [1.7865, 0.0935, 0.8444], [0.2105, 1.9163, -0.9449], [-0.8012, 2.0018, 0.8731], [0.2447, -0.2544, -2.1675], [-1.0554, -1.6090, 0.2935], [0.6550, -1.6002, 0.0420], [-0.3996, -2.3872, -1.1587], [-2.2162, 0.6889, -0.9757], [-2.1774, -0.6793, -1.9451], [0.3635, -0.4395, 3.0708], [0.0154, -0.0677, 2.2331], [-0.3698, -0.5946, 3.6724]], "lowdin_charge": [-0.048, -0.381, -0.052, -0.392, -0.052, 0.028, 0.082, 0.091, 0.072, 0.141, 0.095, 0.129, 0.079, 0.065, 0.073, 0.060, 0.062, -0.079, -0.006, 0.030], "de_lowest_kcal_mol": 8.4, "multiplicity": 1, "smiles": "C[C@H](O)[C@@H](C)N.O", "lumo_ev": 0.6, "total_charge": 0, "homo_energy_ev": -9.017}

=====

| no. | E (hartree) |
| --- | --- |
| 1 | -5792.1395 |
| 2 | -5998.9064 |
| 3 | -346.6951 |
| 4 | -365.4291 |